Molecular formula: C15H16FN5O5S
Method: DFT, ωB97M-V/def2-TZVPD

Last column: Mulliken charge in e.
Geometry (Å):
N: 1.4731 -2.4989 6.2740  -0.434
C: 0.8536 -1.6948 5.3039  0.434
N: -0.4015 -1.8950 5.0308  -0.611
C: -1.0540 -0.9669 4.3558  0.388
O: -2.1948 -1.2582 4.0658  -0.605
N: -0.3837 0.1238 3.7724  0.099
C: -1.0761 0.8549 2.7382  0.043
C: -0.3478 2.1624 2.3441  -1.182
C: 0.4004 1.8008 1.1162  -0.789
C: -0.0858 0.5440 0.4334  0.212
N: -0.4938 0.8587 -0.9690  -0.440
S: -1.0102 -0.5181 -1.8310  1.494
O: -2.4919 -0.3310 -1.7687  -0.718
O: -0.5572 -1.8152 -1.3551  -0.648
C: -0.4824 -0.2543 -3.5630  -0.088
C: 0.5417 -1.0620 -4.1265  -0.285
C: 0.9237 -1.0466 -5.4259  -0.583
C: 0.3963 -0.0355 -6.2149  0.297
N: 0.8859 -0.0760 -7.5813  0.990
O: 0.4295 0.7616 -8.4309  -0.620
O: 1.7277 -0.8117 -7.8501  -0.572
C: -0.5046 0.8593 -5.7489  -0.815
C: -1.0192 0.7297 -4.4444  -0.174
C: -1.2313 0.0550 1.3634  -1.040
C: 0.9750 0.3394 4.0133  0.082
C: 1.6197 -0.6042 4.7042  0.061
F: 2.9349 -0.4675 5.0994  -0.345
H: 1.0978 -3.4208 6.4283  0.263
H: 2.4088 -2.3400 6.3242  0.237
H: -2.0867 1.2102 3.0300  0.381
H: 0.3401 2.7090 3.0325  0.352
H: -1.0159 2.9743 2.1961  0.467
H: 0.4502 2.6891 0.4618  0.395
H: 1.3690 1.4750 1.3792  0.220
H: 0.7712 -0.2041 0.4931  0.237
H: -1.2898 1.4477 -1.0159  0.412
H: 1.0404 -1.8258 -3.5097  0.335
H: 1.6892 -1.7224 -5.7986  0.443
H: -0.8732 1.6618 -6.3820  0.449
H: -2.0037 1.1054 -4.1356  0.411
H: -2.1387 0.3576 0.8515  0.467
H: -1.2844 -0.9792 1.6148  0.399
H: 1.6986 1.1086 3.7250  0.380

Atomic forces in eV per Å
N -3.192 1.035 -2.029
C 0.737 -1.001 1.424
N 2.962 -0.569 2.159
C -1.398 -1.096 -2.245
O -1.259 1.718 -0.649
N 1.085 1.003 0.164
C -1.262 1.648 -1.088
C 0.515 -0.100 0.842
C 0.832 1.360 -1.442
C -0.109 -1.071 0.609
N 2.125 -2.700 -0.077
S -4.283 -0.165 0.321
O 2.588 -0.219 -1.012
O 0.820 1.941 -0.518
C 1.175 0.400 -1.732
C -0.242 -1.187 2.802
C 0.196 0.680 -0.303
C 0.832 -1.290 0.109
N -3.503 5.678 -2.266
O 0.245 -1.496 2.299
O 3.477 -3.524 -0.921
C -1.478 1.122 0.588
C -0.516 -1.758 1.310
C 0.417 1.501 0.851
C 0.414 -1.350 0.289
C -0.082 -0.822 1.655
F -0.954 -0.026 -0.502
H -0.036 0.133 0.025
H 3.132 -0.035 0.421
H 0.591 -1.005 0.501
H -0.341 -1.151 0.192
H -1.282 0.308 -0.597
H 0.360 -0.616 -0.078
H 1.568 0.568 0.436
H -1.246 0.826 -0.940
H -0.906 0.698 0.177
H -0.494 0.453 0.008
H -0.361 0.162 0.068
H -0.044 -0.339 -0.067
H 0.722 0.789 -0.256
H -0.479 -0.106 0.335
H 0.014 -0.870 -0.298
H -1.340 0.475 -0.566

Output
energy = -1729.0484 Ha
E_HOMO = -9.07 eV
energy above the lowest of the compared OMol25 structures with the same formula, charge and spin = 44.8 kcal/mol
LUMO level = -0.04309 Ha
HOMO-LUMO gap = 7.90 eV
SMILES = Nc1nc(=O)n([C@H]2CC[C@H](NS(=O)(=O)c3ccc([N+](=O)[O-])cc3)C2)cc1F
net charge = 0

***

Molecular formula: C15H16GaN3Se2Te2
Method: DFT, ωB97M-V/def2-TZVPD

Last column: Mulliken charge in e.
Geometry (Å):
Ga: 0.8359 -7.7857 12.4630  0.891
Se: -1.0951 -8.7853 13.8715  -0.418
Te: -0.4966 -11.2176 13.9819  -0.107
Te: 2.0987 -10.7996 14.6734  -0.127
Se: 2.7245 -9.3680 12.6880  -0.363
C: 3.7918 -6.0998 11.9607  -1.115
N: 2.5093 -6.3984 11.3116  0.325
C: 2.7470 -7.1136 10.0201  -1.157
C: 1.7281 -5.1596 11.1044  -1.209
C: 0.3020 -5.5026 10.7269  0.803
C: -0.4288 -4.5976 9.9662  -0.741
C: -1.7427 -4.8805 9.6188  -0.608
C: -2.2961 -6.0858 10.0206  -0.666
C: -1.5650 -7.0032 10.7764  -0.516
C: -0.2565 -6.7252 11.1437  0.169
H: 4.4616 -5.5668 11.2643  0.346
H: 4.2719 -7.0258 12.2988  0.324
H: 3.6194 -5.4565 12.8345  0.328
H: 3.3677 -6.5070 9.3424  0.348
H: 1.7898 -7.3556 9.5429  0.363
H: 3.2812 -8.0591 10.2464  0.392
H: 2.1714 -4.5495 10.2842  0.540
H: 1.7360 -4.5646 12.0422  0.278
H: 0.0788 -3.6719 9.6644  0.392
H: -2.2999 -4.1541 9.0176  0.373
H: -3.3232 -6.3397 9.7556  0.391
H: -2.0220 -7.9485 11.0770  0.411
N: -2.6251 -3.6936 15.8211  -0.460
C: -1.6375 -4.2582 15.6709  -0.168
C: -0.4093 -4.9916 15.4748  -0.022
C: 0.5746 -5.0556 16.4829  -0.262
C: 1.7362 -5.7723 16.2372  -0.899
C: 1.8667 -6.4397 15.0197  -0.184
N: 0.9589 -6.3419 14.0312  0.450
C: -0.1550 -5.6235 14.2456  -0.013
H: 0.4343 -4.5206 17.4260  0.477
H: 2.5435 -5.7983 16.9736  0.404
H: 2.7265 -7.0668 14.8098  0.490
H: -0.8524 -5.5468 13.4100  0.541

Atomic forces in eV per Å
Ga -0.237 -0.379 0.170
Se 0.341 -0.077 -0.186
Te 0.335 0.206 -0.024
Te -0.332 0.111 -0.082
Se -0.557 0.299 -0.077
C -0.042 0.089 -0.042
N 0.053 0.171 -0.289
C 0.117 -0.140 0.707
C 0.137 -0.207 -0.291
C -0.122 -0.284 0.009
C 0.429 0.164 0.117
C 0.056 0.329 -0.213
C -0.510 -0.324 -0.029
C -0.160 -0.044 -0.115
C 0.650 0.262 0.210
H -0.056 -0.086 0.196
H -0.102 0.205 -0.163
H 0.032 -0.176 -0.206
H -0.151 -0.052 0.102
H 0.271 0.117 0.121
H -0.288 0.538 -0.194
H -0.072 -0.138 0.507
H 0.163 -0.322 -0.474
H -0.423 -0.280 -0.012
H 0.080 -0.391 0.269
H 0.237 0.147 -0.013
H 0.074 0.315 -0.025
N -0.020 0.078 0.029
C 0.298 -0.280 -0.113
C 0.619 -0.166 -0.204
C -0.280 0.168 -0.287
C -0.017 0.000 -0.172
C -0.115 0.238 -0.057
N -0.081 0.189 0.822
C 0.029 0.238 0.437
H -0.031 -0.245 -0.344
H -0.365 -0.158 -0.288
H -0.044 -0.016 -0.045
H 0.084 -0.098 0.247

Output
energy = -8009.2268 Ha
E_HOMO = -7.18 eV
energy above the lowest of the compared OMol25 structures with the same formula, charge and spin = 0.0 kcal/mol
LUMO level = -0.03071 Ha
HOMO-LUMO gap = 6.34 eV
net charge = 0

***

Molecular formula: C15H16N2O3
Method: DFT, ωB97M-V/def2-TZVPD

Last column: Mulliken charge in e.
Geometry (Å):
C: 3.6890 3.2580 -0.5069  -1.349
C: 2.7281 2.0867 -0.4880  0.807
O: 1.6116 2.1378 -0.9502  -0.604
N: 3.2698 0.9846 0.1099  -0.143
C: 2.6903 -0.2706 0.3272  0.608
C: 3.3842 -1.1857 1.1175  -0.647
C: 2.8574 -2.4419 1.3516  -0.665
C: 1.6356 -2.7956 0.8095  -0.724
C: 0.9309 -1.8854 0.0283  0.403
C: -0.3799 -2.3253 -0.5408  0.424
O: -0.6410 -3.4979 -0.7355  -0.684
N: -1.2459 -1.3247 -0.8205  -0.024
C: -2.5774 -1.5637 -1.3176  -0.969
C: -3.6447 -1.1733 -0.2889  -0.439
C: -3.5281 0.2575 0.1243  0.177
C: -3.1786 1.3855 -0.5597  -0.208
C: -3.2376 2.4517 0.3724  -0.556
C: -3.6168 1.8943 1.5513  -0.431
O: -3.7919 0.5676 1.4123  -0.378
C: 1.4644 -0.6272 -0.2226  -0.548
H: 4.6019 2.9883 -1.0338  0.333
H: 3.9429 3.5521 0.5096  0.339
H: 3.2184 4.0959 -1.0125  0.353
H: 4.2001 1.0868 0.4919  0.195
H: 4.3403 -0.9106 1.5413  0.334
H: 3.4052 -3.1464 1.9591  0.390
H: 1.2110 -3.7734 0.9752  0.474
H: -1.0241 -0.3768 -0.5596  0.218
H: -2.7271 -0.9964 -2.2416  0.303
H: -2.6440 -2.6315 -1.5377  0.419
H: -3.5446 -1.7950 0.6030  0.275
H: -4.6325 -1.3605 -0.7198  0.329
H: -2.9137 1.4605 -1.5944  0.454
H: -3.0231 3.4831 0.1829  0.415
H: -3.7908 2.3121 2.5227  0.483
H: 0.9606 0.0795 -0.8600  0.634

Atomic forces in eV per Å
C -0.206 0.076 -0.113
C 0.387 0.292 0.090
O -0.262 0.009 -0.129
N 0.402 -0.123 0.179
C -0.199 -0.260 0.076
C -0.065 0.104 -0.089
C -0.004 0.048 -0.029
C -0.207 -0.029 -0.097
C 0.490 -0.157 0.226
C -0.067 0.145 -0.083
O 0.025 -0.249 0.073
N -0.083 0.335 -0.038
C -0.211 -0.104 0.052
C 0.036 0.047 0.038
C 0.188 0.074 -0.727
C -0.114 -0.565 0.196
C -0.158 -0.045 0.579
C 0.178 0.806 -0.306
O -0.106 -0.411 0.148
C -0.135 -0.012 -0.068
H 0.098 0.000 -0.011
H 0.062 0.027 0.073
H -0.014 -0.023 0.004
H -0.179 0.076 -0.126
H 0.093 0.034 0.049
H 0.040 -0.050 0.052
H -0.035 -0.084 0.001
H 0.083 -0.096 0.062
H -0.021 -0.101 0.012
H -0.043 0.188 -0.057
H -0.011 -0.041 -0.046
H -0.004 -0.045 0.057
H 0.055 -0.078 -0.256
H 0.033 0.235 0.044
H -0.036 -0.038 0.165
H -0.010 0.015 -0.002

Output
energy = -916.4576 Ha
E_HOMO = -8.55 eV
energy above the lowest of the compared OMol25 structures with the same formula, charge and spin = 15.6 kcal/mol
LUMO level = 0.02200 Ha
HOMO-LUMO gap = 9.15 eV
SMILES = CC(=O)Nc1cccc(C(=O)NCCc2ccco2)c1
net charge = 0

***

Molecular formula: C15H16N2O4S
Method: DFT, ωB97M-V/def2-TZVPD

Last column: Mulliken charge in e.
Geometry (Å):
C: 0.6963 3.3310 3.3930  -1.014
N: 0.2851 1.9311 3.0243  0.169
C: 0.0742 0.8944 3.9034  -0.421
C: -0.2033 -0.2835 3.2896  -1.185
C: -0.3063 0.0951 1.9433  1.317
C: -0.8260 -0.5935 0.8642  0.110
C: -0.7753 -0.0124 -0.4509  0.524
C: -0.5635 1.3251 -0.5575  -0.352
C: -0.0366 2.1296 0.5017  -1.439
C: 0.0721 1.4407 1.7541  0.071
C: -1.1191 -0.8936 -1.5699  -0.300
N: -0.7312 -0.5699 -2.9124  0.446
C: 0.6770 -0.6240 -3.4353  -0.640
C: 0.6571 -1.5441 -4.7365  -0.562
O: -0.4092 -1.2930 -5.7291  -0.372
C: -1.7639 -1.3419 -5.1617  -0.505
C: -1.7898 -0.2922 -3.9336  -0.700
C: -1.4768 -2.1426 -1.4505  -0.391
S: -1.9373 -2.7387 0.1536  1.166
O: -3.3807 -2.7381 0.1848  -0.671
O: -1.5735 -4.1607 0.1956  -0.686
O: -1.0842 -1.8512 1.2241  -0.468
H: 1.6395 3.5215 3.6734  0.360
H: 0.3796 4.0131 2.5998  0.283
H: 0.1336 3.6366 4.2549  0.409
H: 0.4205 1.0028 4.9980  0.302
H: -0.3809 -1.2215 3.6901  0.592
H: -0.6103 1.7778 -1.5686  0.413
H: 0.0509 3.1813 0.5274  0.339
H: 1.3077 -1.0442 -2.6365  0.373
H: 0.9907 0.3281 -3.6644  0.425
H: 1.5448 -1.1780 -5.2997  0.310
H: 0.8644 -2.5756 -4.5329  0.298
H: -2.5025 -1.1946 -5.9457  0.409
H: -2.1773 -2.3012 -4.7755  0.228
H: -2.7727 -0.5462 -3.4971  0.342
H: -1.6183 0.6879 -4.2818  0.426
H: -1.7261 -2.8974 -2.1736  0.390

Atomic forces in eV per Å
C -4.437 -1.266 -1.258
N 0.909 1.237 0.185
C 2.044 -0.018 3.216
C -0.135 2.246 -0.196
C -0.277 0.441 -1.884
C 2.001 2.464 -0.808
C -1.714 -2.866 1.861
C 2.235 3.521 -0.208
C -1.412 -3.142 0.801
C -0.695 0.990 -0.560
C 2.463 0.824 -2.355
N -0.679 0.907 -0.988
C -3.114 -3.204 0.354
C 1.050 2.577 -0.875
O -0.710 -0.995 1.957
C 1.232 0.892 1.618
C 0.088 -3.349 -0.136
C -1.111 -1.162 2.854
S -1.886 -5.111 -2.350
O 0.184 2.409 1.167
O 1.690 2.159 0.825
O -1.618 -2.732 -1.328
H 3.906 -0.133 0.376
H 0.217 -0.246 -0.022
H -0.679 -0.065 0.438
H -0.965 0.096 -1.900
H -0.266 -1.383 0.799
H -0.156 -0.358 0.718
H 0.240 0.898 -0.641
H -0.089 -0.012 -0.485
H 0.864 2.279 -0.690
H -0.401 -0.447 0.201
H -0.675 -0.767 0.257
H 0.361 1.026 -0.317
H 1.331 -0.104 0.120
H 0.359 1.045 0.177
H -0.465 1.303 -0.601
H 0.307 0.046 -0.325

Output
energy = -1389.6824 Ha
E_HOMO = -8.19 eV
energy above the lowest of the compared OMol25 structures with the same formula, charge and spin = 142.7 kcal/mol
LUMO level = 0.01178 Ha
HOMO-LUMO gap = 8.51 eV
SMILES = Cn1ccc2c3c(ccc21)C(N1CCOCC1)=CS(=O)(=O)O3
net charge = 0